No. 1
The following is a DFT calculation (ωB97M-V/def2-TZVPD) of 2 unconnected molecules or ions with the total composition C4H12O2S2 in a non-equilibrium geometry.

For the LUMO energy, the calculation gives 0.446 eV. Its frontier orbital gap is 8.90 eV. The SMILES is CSSCCCO.O.

The geometry in XYZ format:
```
20
Properties=species:S:1:pos:R:3:forces:R:3
C -0.80410 -0.73232 -1.77801 0.53 -0.02 -1.16
S -1.09580 -1.99176 -0.52581 -0.58 0.50 0.07
S 0.13580 -1.56925 0.99920 1.32 -0.06 0.70
C -0.41121 -0.18631 2.09165 -0.79 0.12 -1.34
C -0.60519 1.11516 1.34154 -0.04 1.70 -0.79
C 0.57250 1.78800 0.58059 1.15 -2.26 2.65
O 0.06630 2.36248 -0.59506 0.93 0.71 0.15
H -1.27507 0.23250 -1.58800 -0.33 -0.33 -0.07
H 0.24403 -0.50114 -1.99775 0.10 -0.31 0.60
H -1.13375 -1.21663 -2.71969 -0.35 0.49 0.47
H -1.38646 -0.47393 2.50182 0.50 0.07 0.46
H 0.40137 -0.07984 2.80630 -0.15 -0.39 0.34
H -1.12131 1.89738 1.94560 0.37 -0.62 -0.01
H -1.26451 0.99869 0.49482 -0.73 -0.61 -0.01
H 1.13447 2.46603 1.21172 -0.60 1.20 0.24
H 1.43662 1.06192 0.56510 -1.05 -0.04 -1.55
H 0.51275 3.21988 -0.57507 -0.54 -0.01 -0.59
O 2.65657 1.85616 -1.79546 0.14 0.48 0.29
H 2.16058 2.68124 -1.85922 0.06 -0.21 0.09
H 2.58981 1.50753 -2.67783 0.06 -0.39 -0.54
```
Forces are in eV/Å.

No. 2
The following is a DFT calculation (ωB97M-V/def2-TZVPD) of a molecular structure, C18H22Br4HfI2N12O3P.

For the LUMO energy, the calculation gives 1.336 eV. The net charge is -1. Its frontier orbital gap is 6.33 eV.

The geometry in XYZ format:
```
63
Properties=species:S:1:pos:R:3:forces:R:3
Hf -0.52690 0.09076 -0.27103 0.49 -0.39 -0.25
N 2.73533 2.08814 -0.52306 -0.04 0.01 0.02
C 1.96779 2.00226 -1.67038 0.05 -0.04 -0.05
N 2.42279 2.44102 -2.82999 0.05 0.09 0.01
N 1.44377 2.12516 -3.70718 -0.14 -0.09 0.02
N 0.47930 1.52163 -3.11110 0.15 0.08 -0.08
N 0.77915 1.41004 -1.78825 -0.25 0.02 0.30
C 2.29897 1.73469 0.73872 0.08 -0.03 -0.03
N 2.94228 2.07494 1.84045 -0.01 0.12 0.01
N 2.22833 1.49907 2.82882 -0.07 -0.12 -0.03
N 1.23620 0.83711 2.34227 0.11 0.05 0.09
N 1.25552 0.95614 0.99196 -0.20 0.05 -0.07
H 3.45835 2.78818 -0.54575 0.00 0.00 0.00
I -0.76064 -1.90809 -2.56692 -0.08 0.03 -0.02
C -2.31630 0.81515 -1.59722 -0.02 0.03 0.22
I -3.61871 2.31878 -0.65424 -0.07 -0.01 -0.19
H -3.03101 0.01737 -1.78898 -0.01 0.01 0.00
H -2.05270 1.27979 -2.54564 0.02 0.01 0.00
Br -0.18057 -4.05724 5.48035 -0.01 0.02 -0.04
C -0.83583 -3.00311 4.05233 0.05 0.00 -0.03
C -2.12630 -2.50267 4.07788 -0.01 -0.01 0.01
Br -3.27782 -2.87505 5.53130 0.01 0.01 -0.03
C -2.58127 -1.70598 3.01579 -0.20 0.01 -0.05
Br -4.31024 -0.94245 2.99496 0.00 0.00 0.00
C -1.77165 -1.43180 1.92970 0.10 0.03 0.04
O -2.08967 -0.63109 0.92420 0.22 0.08 0.07
C -0.45953 -1.97413 1.88480 -0.11 0.18 0.04
O 0.24616 -1.63284 0.83512 -0.11 0.06 0.11
C -0.00557 -2.72233 2.95660 -0.02 -0.18 0.03
Br 1.78890 -3.31844 2.89197 0.05 0.01 -0.03
C 3.66790 -3.30085 -2.90168 -0.04 -0.05 0.07
N 3.97731 -1.80956 -3.05479 0.01 -0.03 -0.06
C 5.16719 -1.46553 -2.16512 0.06 0.04 0.08
N 4.94122 -1.85590 -0.81973 0.02 -0.05 0.00
C 4.65905 -3.28664 -0.75691 0.01 0.03 0.00
N 3.48918 -3.65691 -1.53991 0.03 -0.01 -0.02
C 2.24749 -3.10281 -0.96848 -0.07 0.08 0.01
P 2.19452 -1.24363 -0.95186 0.35 -0.25 -0.32
C 2.78687 -0.97286 -2.69932 -0.16 0.08 0.15
C 3.88656 -1.05680 -0.16707 -0.18 0.10 0.09
H 4.52019 -3.83058 -3.33266 0.01 0.01 -0.01
H 2.76130 -3.49247 -3.47505 0.00 0.02 -0.02
H 4.22993 -1.62672 -4.02555 0.00 0.00 0.00
H 5.31554 -0.38856 -2.24183 -0.01 0.00 -0.03
H 6.02593 -1.99902 -2.57801 -0.01 -0.01 -0.02
H 4.48990 -3.56671 0.28129 0.00 0.00 0.00
H 5.52928 -3.83017 -1.13641 0.00 0.00 -0.01
H 2.14205 -3.44147 0.06168 0.01 0.01 0.01
H 1.38917 -3.47301 -1.52590 -0.01 0.01 -0.01
H 3.05522 0.07546 -2.84899 0.01 -0.01 -0.02
H 1.96325 -1.22420 -3.36885 0.02 -0.01 -0.05
H 3.81000 -1.36203 0.87866 0.00 0.00 0.00
H 4.18251 -0.00760 -0.17551 -0.01 0.01 0.00
C -0.67933 4.46040 1.24424 -0.04 -0.10 0.01
O -0.52225 3.22024 0.53021 -0.02 -0.11 -0.18
C -1.08884 2.11441 0.89924 0.01 0.12 0.25
C -1.76908 2.08054 2.22395 0.00 0.10 0.00
H -1.72727 4.75770 1.22386 -0.01 0.00 0.00
H -0.07354 5.17813 0.70114 0.01 0.01 0.00
H -0.31998 4.35518 2.26574 0.00 0.01 0.02
H -2.25752 3.00705 2.52034 0.01 0.05 -0.02
H -0.96985 1.85430 2.94409 0.00 -0.04 -0.01
H -2.48478 1.26447 2.24390 0.03 0.00 0.00
```
Forces are in eV/Å.

No. 3
The following is a DFT calculation (ωB97M-V/def2-TZVPD) of a molecular structure, C3H3CaKO3 in a non-equilibrium geometry.

As for the expectation value of S²: 0.75. Its spin multiplicity is 2. For the LUMO energy (alpha / beta), the calculation gives -11.975 / -14.237 eV. The net charge is +3. Its frontier orbital gap (alpha / beta) is 10.27 / 9.21 eV.

The geometry in XYZ format:
```
11
Properties=species:S:1:pos:R:3:forces:R:3
O 0.53358 -0.22305 1.40533 0.53 0.03 0.22
C -0.06475 0.62593 0.73584 -0.74 -0.81 0.40
C 1.06851 -1.53551 -0.99342 0.07 0.33 -0.60
O -0.89055 1.44054 1.20531 0.35 0.54 0.25
O -0.02145 0.58739 -0.64634 -0.38 0.91 -0.58
C 0.20168 -0.48117 -1.35987 -0.22 -1.36 0.85
Ca -0.28364 0.67798 3.37242 0.24 -0.24 -0.02
H 0.83286 -2.52067 -1.40024 0.20 0.09 0.04
H 1.99866 -1.37166 -0.44974 -0.27 -0.07 0.08
H -0.51408 -0.59148 -2.17741 0.48 0.22 -0.36
K -2.86082 3.39169 0.30812 -0.28 0.36 -0.28
```
Forces are in eV/Å.

No. 4
The following is a DFT calculation (ωB97M-V/def2-TZVPD) of a molecular structure, C43H44ClMoN2O2 in a non-equilibrium geometry.

For the LUMO energy (alpha / beta), the calculation gives -10.599 / -10.599 eV. The net charge is +3. Its frontier orbital gap (alpha / beta) is 6.02 / 6.02 eV.

The geometry in XYZ format:
```
93
Properties=species:S:1:pos:R:3:forces:R:3
Mo -0.43194 0.44220 0.25236 -0.72 -0.87 0.03
Cl -2.81139 -5.71583 -3.00311 0.01 0.01 0.01
C -2.42700 -4.33357 -2.07691 0.04 -0.03 -0.09
C -3.11863 -4.08516 -0.88640 -0.06 0.07 0.16
C -2.84381 -2.97342 -0.09583 -0.07 -0.28 -0.23
C -1.85927 -2.11935 -0.53209 0.10 0.51 0.39
O -1.53716 -1.01049 0.20516 0.10 0.00 -0.13
C -1.14847 -2.33720 -1.71798 0.13 -0.10 -0.27
C -0.14307 -1.42733 -2.13108 -0.02 0.04 0.05
O 0.19465 -0.39138 -1.50568 0.16 0.18 0.12
C -1.43992 -3.46411 -2.50244 -0.09 -0.02 0.12
H -3.88803 -4.78226 -0.57964 0.00 0.00 0.00
H -3.38387 -2.79036 0.82213 0.01 0.02 0.01
H 0.39453 -1.60294 -3.06519 -0.01 -0.05 0.01
H -0.90169 -3.65170 -3.42287 0.01 0.00 0.00
C -2.33754 2.10591 -2.64144 0.03 0.08 -0.02
C -1.23935 2.53442 -1.67974 0.18 0.06 0.01
C -1.60172 3.77598 -0.87360 0.04 -0.05 -0.01
C 0.14872 2.60600 -2.28330 -0.14 0.07 -0.09
C 0.30760 3.11995 -3.55950 0.10 -0.03 -0.04
C 1.58160 3.22924 -4.10824 -0.04 -0.01 0.05
C 2.69046 2.81166 -3.39626 0.01 -0.01 0.03
C 2.58304 2.29671 -2.10146 0.14 0.03 -0.21
C 3.80969 1.73162 -1.40662 -0.05 0.05 0.04
C 4.10555 0.33199 -1.95488 -0.01 -0.06 -0.06
C 5.03284 2.63958 -1.53951 0.03 0.01 -0.01
C 1.29767 2.24276 -1.57292 -0.15 -0.11 0.37
N 1.08445 1.71854 -0.24180 0.21 0.20 -0.15
C 1.51714 2.32631 0.82980 0.02 0.01 -0.09
C 1.26098 1.58805 2.11987 0.27 0.22 -0.05
N 0.60456 0.47711 1.97476 -0.21 -0.06 -0.02
C 0.06550 -0.30161 3.07791 0.21 0.24 -0.42
C -1.06525 0.19046 3.74107 -0.12 -0.03 0.15
C -1.56325 -0.60884 4.76623 -0.03 0.01 -0.02
C -0.96122 -1.81440 5.08855 0.02 0.03 -0.01
C 0.16507 -2.25597 4.40407 0.01 0.00 -0.01
C 0.71005 -1.50952 3.36833 -0.08 -0.16 0.15
C 1.93631 -1.97569 2.60500 0.02 0.08 -0.02
C 2.88830 -2.80669 3.46411 0.00 -0.06 0.03
C 1.52831 -2.76083 1.35486 -0.05 -0.04 -0.05
C -1.75515 1.50355 3.40356 0.08 -0.01 -0.04
C -1.97770 2.36974 4.64565 -0.02 -0.01 0.05
C -3.08508 1.27361 2.67911 -0.03 0.02 0.06
C 1.77185 2.36946 3.19624 0.00 -0.01 -0.14
C 1.86888 2.22313 4.56796 0.01 0.01 0.10
C 2.49265 3.24794 5.30169 -0.06 -0.08 -0.08
C 2.99056 4.38031 4.68748 0.02 0.04 0.01
C 2.90319 4.55752 3.28127 0.02 0.05 0.05
C 3.35097 5.67386 2.52831 0.03 0.06 -0.01
C 3.18844 5.72534 1.15799 -0.03 -0.07 0.04
C 2.59011 4.67192 0.44393 0.02 0.00 -0.04
C 2.14813 3.56792 1.14996 0.04 0.00 0.16
C 2.29888 3.53353 2.56686 0.02 0.05 -0.02
H -3.26956 1.92202 -2.10863 0.00 -0.01 0.00
H -2.05988 1.22673 -3.22179 0.01 -0.01 0.02
H -2.52865 2.92006 -3.34218 -0.01 -0.01 0.00
H -1.26248 1.67640 -0.89091 -0.14 -0.05 0.16
H -1.61275 4.62876 -1.55494 -0.02 0.00 0.00
H -0.86304 3.98981 -0.09797 0.00 0.01 0.00
H -2.58970 3.68431 -0.42312 0.00 0.01 0.01
H -0.54928 3.43654 -4.13776 0.00 0.00 0.00
H 1.70199 3.62532 -5.10753 -0.01 0.00 0.00
H 3.66512 2.86943 -3.86144 0.00 0.00 0.01
H 3.59694 1.61912 -0.34043 0.00 0.03 0.03
H 4.34610 0.37588 -3.01834 0.00 0.01 0.00
H 3.24983 -0.33701 -1.83341 -0.01 0.01 0.02
H 4.95896 -0.10701 -1.43834 0.00 0.01 0.00
H 5.38197 2.69504 -2.57034 0.00 -0.01 0.00
H 5.85733 2.24373 -0.94720 -0.02 -0.01 0.01
H 4.83389 3.65755 -1.20174 -0.03 0.00 0.02
H -2.43165 -0.28149 5.32339 0.01 -0.01 0.00
H -1.36570 -2.41339 5.89362 0.00 -0.01 0.00
H 0.62998 -3.18815 4.69374 -0.01 0.00 0.01
H 2.48431 -1.08683 2.27327 0.01 0.00 0.03
H 2.48733 -3.80231 3.65971 -0.01 0.01 0.00
H 3.09230 -2.33077 4.42306 0.01 0.02 -0.01
H 3.83587 -2.94231 2.94424 -0.01 0.00 -0.01
H 0.89035 -3.60669 1.61895 0.02 0.00 0.01
H 2.40818 -3.14763 0.84015 0.00 0.01 0.01
H 0.97655 -2.13828 0.64077 -0.03 0.03 -0.01
H -1.10714 2.08581 2.73210 0.00 0.02 -0.01
H -2.75832 1.94942 5.28057 0.01 0.00 0.00
H -2.30145 3.36881 4.35476 -0.01 0.00 0.00
H -1.07363 2.46221 5.24725 0.03 0.01 -0.02
H -3.75124 0.65337 3.28047 0.01 0.01 0.00
H -2.96869 0.76287 1.71717 0.06 -0.06 -0.10
H -3.58871 2.22326 2.49526 0.01 -0.01 -0.01
H 1.48419 1.34533 5.07169 0.00 0.00 0.01
H 2.58213 3.14605 6.37409 0.00 0.00 0.00
H 3.45511 5.14955 5.29299 0.00 0.00 -0.01
H 3.82437 6.50484 3.03766 0.00 -0.01 0.01
H 3.53593 6.59555 0.61895 0.00 -0.01 -0.01
H 2.48935 4.73308 -0.63181 0.01 0.00 -0.01
```
Forces are in eV/Å.

Let's list energy in order: -30107.0857; -350016.5560; -44037.1997; -66733.3112 eV.